Entry from the Open Molecules 2025 dataset: a cluster of 2 separate species, C8H14IN3O2P in total (wB97M-V/def2-TZVPD).

Each line ends with the Mulliken charge.
Cartesian coordinates (Å):
I -1.6831 -4.9507 -2.7327  0.301
P -0.8874 -0.5357 0.8760  0.282
O 0.5599 -0.4952 0.6430  -0.540
O 1.6017 1.4678 3.3613  -0.650
N -2.7324 -0.6274 -1.2199  0.404
N -3.4117 -1.0683 -2.2604  -0.862
N 3.1985 2.5358 2.1545  0.061
C -3.1419 -2.2807 -2.7036  0.885
C -1.4605 -2.5535 -0.9982  -0.145
C -3.9501 -2.7590 -3.8639  -1.327
C 3.9350 2.6528 0.9142  -0.882
C -1.7935 -1.2805 -0.5441  0.278
C 3.4964 3.4441 3.2505  -0.935
C 2.2498 1.5997 2.3358  0.386
C -2.1205 -3.0604 -2.0802  -0.373
H 3.8245 2.8911 4.1303  0.298
H -1.3460 -1.3446 1.9229  0.152
H 5.0043 2.5065 1.0772  0.332
H 2.6117 4.0173 3.5275  0.292
H -4.3621 -3.7512 -3.6615  0.413
H -1.5638 0.6845 1.0376  0.114
H -3.0039 0.3130 -0.9458  0.277
H -4.7617 -2.0618 -4.0610  0.338
H -3.3163 -2.8386 -4.7519  0.365
H -0.6860 -3.1124 -0.4859  0.401
H 3.5859 1.8921 0.2180  0.286
H 3.7863 3.6351 0.4612  0.332
H 4.2842 4.1251 2.9384  0.378
H 2.0827 0.9552 1.4604  0.142

Properties
- charge = +1
- HOMO-LUMO gap (eV) = 5.65
- molar mass (g mol⁻¹) = 342.1
- 2S+1 = 1


Entry from the Open Molecules 2025 dataset: the ion C8H14IN4O with charge +1 (wB97M-V/def2-TZVPD).

Each line ends with the Mulliken charge.
Cartesian coordinates (Å):
I -3.1711 -1.1717 -0.0150  0.176
O -0.6916 -0.4205 1.7746  -0.220
N -1.8926 1.7149 -0.3380  0.590
N 0.2865 1.2763 -0.8356  -0.233
N -3.2005 1.8342 -0.8765  -0.716
N -0.8790 1.5332 -1.1022  -0.409
C -3.5054 1.4417 1.6067  -1.079
C 1.0530 0.6047 0.3429  0.373
C 0.1945 0.1193 1.2340  0.266
C 2.5827 -1.3344 0.8920  -1.654
C 0.7653 -1.5985 -0.9313  -1.612
C -2.9840 1.0186 0.1931  0.424
C 1.8008 -0.7394 -0.2512  0.958
C 2.8849 -0.4495 -1.3299  -1.730
H 2.1257 -1.7495 1.7467  0.448
H 3.1628 -2.1091 0.4180  0.467
H 1.8122 1.3573 0.5189  0.546
H 0.2486 -1.9146 -0.0575  0.434
H 3.4142 -0.6279 1.1737  0.388
H 2.3774 -0.0761 -2.2393  0.397
H 3.6638 0.1991 -1.0979  0.486
H -4.5755 1.1906 1.5189  0.365
H 0.3003 -1.1062 -1.7475  0.428
H 1.2289 -2.5718 -1.2798  0.413
H -3.4194 1.5431 -1.8019  0.320
H 3.0832 -1.4108 -1.7160  0.519
H -3.6637 2.5768 1.8656  0.325
H -3.0020 0.8701 2.3346  0.331

Properties
- relative energy (zero: lowest compared OMol25 entry of this formula, charge and spin) (kcal per mole) = 75.6
- charge = +1
- HOMO-LUMO gap (eV) = 8.07
- molar mass (g mol⁻¹) = 309.1
- 2S+1 = 1


Entry from the Open Molecules 2025 dataset: a structure of composition C8H14IrN3 (wB97M-V/def2-TZVPD).

Each line ends with the Mulliken charge.
Cartesian coordinates (Å):
Ir 0.1279 0.0470 0.1492  0.510
N -0.3372 1.9351 0.8159  -0.865
N -1.8795 -0.4437 -0.0071  -0.157
N -4.0249 -0.6595 0.4969  -0.038
C -2.7509 -2.9269 -2.7321  -0.643
C -2.4741 -1.2936 -0.9809  0.873
C -4.1132 -3.0685 -2.3979  -0.341
C -4.6922 -2.3286 -1.3347  -0.919
C -3.8392 -1.4403 -0.6664  0.687
C -2.8402 -0.0896 0.8576  -0.292
C 2.4277 0.4479 0.4950  -1.108
C -1.9112 -2.0364 -2.0118  -0.712
H -1.0931 1.9504 1.4889  0.303
H 0.4155 2.4420 1.2748  0.314
H 2.8782 1.4441 0.5124  0.370
H -4.7195 -3.7675 -2.9670  0.394
H -5.7552 -2.4432 -1.0409  0.357
H 2.1286 0.0771 1.4899  0.206
H 1.6008 0.5265 -0.3471  0.295
H -0.6239 2.5472 0.0607  0.346
H -0.8413 -1.8892 -2.1900  0.272
H 0.7045 -1.3030 -0.4706  -0.138
H -2.7618 0.5831 1.7058  0.324
H -2.3641 -3.5188 -3.5571  0.390
H -4.8922 -0.5179 0.9851  0.203
H 3.1772 -0.2519 0.0797  0.368

Properties
- relative energy (zero: lowest compared OMol25 entry of this formula, charge and spin) (kcal per mole) = 28.5
- charge = +1
- HOMO-LUMO gap (alpha / beta) (eV) = 5.45 / 6.24
- molar mass (g mol⁻¹) = 344.4
- 2S+1 = 6


Entry from the Open Molecules 2025 dataset: a structure of composition C8H14MgOP (wB97M-V/def2-TZVPD).

Each line ends with the Mulliken charge.
Cartesian coordinates (Å):
P -0.1643 2.4108 0.0749  -0.126
Mg -0.2027 -0.6232 0.1214  -0.287
O -0.9557 -0.4481 1.6529  -0.170
C 1.3443 -0.2413 -1.0771  -0.524
C -0.4465 -0.2042 2.7827  0.846
C 0.1905 0.1371 -1.9109  -0.120
C -0.1371 -2.1127 -1.3593  -0.214
C -0.7341 -0.9546 -1.9048  -0.276
C 1.3082 -1.8711 -0.9315  -0.886
C -1.2387 0.7248 3.5742  -1.097
C 0.8667 -0.7800 3.1761  -1.258
H 1.0134 -0.8930 4.2903  0.328
H -2.2923 0.4973 3.3359  0.278
H 1.7028 -0.2571 2.7501  0.273
H -1.1719 1.7094 3.1372  0.109
H 1.7370 -2.8039 -0.4758  0.294
H 0.0762 3.5986 -0.6997  0.054
H 2.2260 0.3298 -0.8371  0.500
H 1.0219 -1.7721 2.7125  0.284
H -0.9470 -2.9693 -1.3189  0.192
H -1.1016 2.9290 1.0094  0.025
H -0.1213 1.0733 -2.5575  0.232
H -1.8834 -0.7190 -2.2517  0.113
H 0.9933 2.4791 0.9244  0.071
H -1.0839 0.7353 4.6413  0.361

Properties
- relative energy (zero: lowest compared OMol25 entry of this formula, charge and spin) (kcal per mole) = 0.0
- charge = -1
- HOMO-LUMO gap (alpha / beta) (eV) = 4.91 / 2.86
- molar mass (g mol⁻¹) = 181.5
- 2S+1 = 1


Entry from the Open Molecules 2025 dataset: a cluster of 2 separate species, C8H14N2O2 in total (wB97M-V/def2-TZVPD).

Each line ends with the Mulliken charge.
Cartesian coordinates (Å):
O 2.5266 -1.5913 1.2532  -0.709
O 1.9041 -1.0406 3.2448  -0.685
N 1.6738 -1.2804 2.0878  1.160
N -1.1459 -1.4089 -0.2598  -0.421
C -0.6537 -0.8735 2.6021  -1.676
C -0.2346 2.0846 0.0346  0.009
C 0.4013 -1.2796 1.6067  -0.366
C 1.0789 -2.2338 -0.7073  -1.336
C 0.8021 1.3105 0.3037  -0.860
C 0.0195 1.9292 -2.4172  -0.684
C 0.1377 -1.7033 0.2676  1.191
C -0.3996 2.6021 -1.3889  -0.274
H 0.7221 1.0758 -2.3434  0.198
H 0.9174 0.9971 1.3125  0.439
H -1.1365 3.3973 -1.4527  0.297
H -1.4120 -0.4890 2.0633  0.598
H -0.0828 2.2824 -3.5062  0.229
H 1.6461 1.2618 -0.4882  0.352
H -1.3291 -1.3743 -1.2727  0.218
H -0.7964 -1.6904 3.2496  0.312
H 1.6941 -1.4187 -1.0248  0.225
H -1.7616 -0.9847 0.4798  0.176
H -1.1018 2.2121 0.7377  0.331
H -0.2077 -0.0338 3.1286  0.395
H 1.6493 -3.0423 -0.1177  0.328
H 0.6109 -2.6072 -1.5431  0.555

Properties
- relative energy (zero: lowest compared OMol25 entry of this formula, charge and spin) (kcal per mole) = 128.3
- SMILES = C/C(N)=C(/C)[N+](=O)[O-].C=CC=C
- charge = 0
- HOMO-LUMO gap (eV) = 8.73
- molar mass (g mol⁻¹) = 170.2
- 2S+1 = 1


Entry from the Open Molecules 2025 dataset: an isolated molecule of C8H14N2O4 (wB97M-V/def2-TZVPD).

Each line ends with the Mulliken charge.
Cartesian coordinates (Å):
O -1.2769 1.3468 -1.3490  -0.517
O 1.2280 2.6897 0.2874  -0.669
O -1.3829 -1.9048 -1.2904  -0.669
O 1.2959 1.4112 -1.4776  -0.510
N 0.2154 -0.7604 -0.2148  -0.183
N -2.0308 -0.1365 1.6722  -0.591
C 1.2029 -1.7797 -0.6315  -0.760
C -2.1891 -0.1953 0.2124  0.035
C 0.7288 0.3324 0.6172  0.357
C 2.5633 -1.0836 -0.1200  -0.603
C 2.1250 -0.2106 1.0699  -0.937
C -1.0642 -1.0632 -0.4835  0.453
C -2.3419 1.2931 -0.3795  -0.609
C 1.1167 1.5829 -0.2275  0.143
H 2.6196 0.7586 1.1671  0.474
H -0.9690 2.1940 -1.3780  0.313
H -1.8582 -1.0959 2.0661  0.212
H 1.2440 -1.9993 -1.6373  0.342
H 0.9512 -2.6805 -0.1238  0.446
H -3.1661 -0.6474 -0.0346  0.392
H 2.0888 -0.8927 1.9109  0.369
H -2.2869 2.0276 0.4916  0.333
H 0.8424 0.5121 -1.6792  0.444
H 2.9854 -0.4328 -0.9536  0.247
H 3.3645 -1.8084 0.0642  0.468
H -0.0569 0.7011 1.2188  0.560
H -3.2907 1.3965 -0.9696  0.301
H -2.6583 0.4452 2.1724  0.160

Properties
- relative energy (zero: lowest compared OMol25 entry of this formula, charge and spin) (kcal per mole) = 48.9
- SMILES = N[C@@H](CO)C(=O)N1CCC[C@H]1C(=O)O
- charge = 0
- HOMO-LUMO gap (eV) = 10.07
- molar mass (g mol⁻¹) = 202.2
- 2S+1 = 1


Entry from the Open Molecules 2025 dataset: an isolated molecule of C8H14N2O6 (wB97M-V/def2-TZVPD).

Each line ends with the Mulliken charge.
Cartesian coordinates (Å):
O -2.3620 -2.2697 -2.6279  -0.549
O 1.0200 1.3993 -1.8121  -0.513
O 0.5517 3.3395 2.3523  -0.534
O 2.4935 -0.3533 1.5258  -0.645
O -3.1218 -3.3656 -0.9338  -0.520
O 1.7303 -0.2028 -3.2185  -0.541
N -0.0685 0.6908 2.4236  -0.660
N 1.1756 -0.9639 -0.0897  -0.124
C -2.4553 -2.2962 -1.4328  0.691
C 1.0257 0.2154 -2.0883  0.371
C -1.0974 -0.3748 -1.0528  -0.977
C 0.7826 1.1565 1.3468  0.937
C -2.0534 -1.2834 -0.4253  -0.830
C 1.5789 2.4012 1.7936  -0.950
C 0.3425 -0.8352 -1.2592  -0.225
C 1.5763 0.0181 0.8496  -0.151
H -0.6663 1.4110 2.7095  0.308
H -3.1483 -3.2508 0.0828  0.375
H -1.4606 -1.6682 0.4352  0.471
H 1.6545 -1.2278 -3.3771  0.406
H 0.0262 1.5183 0.5793  0.269
H -1.5101 -0.1333 -2.0122  0.591
H 0.3428 -1.6546 -1.9389  0.822
H -2.9700 -0.7657 -0.1402  0.365
H 2.3358 2.2154 2.6092  0.272
H 2.0471 2.8304 0.9317  0.442
H 0.5314 0.4766 3.1649  0.248
H 1.7571 -1.7696 -0.0204  0.256
H -0.9961 0.5333 -0.4845  0.082
H 0.9377 4.2090 2.1092  0.314

Properties
- relative energy (zero: lowest compared OMol25 entry of this formula, charge and spin) (kcal per mole) = 57.3
- SMILES = N[C@@H](CO)C(=O)N[C@@H](CCC(=O)O)C(=O)O
- charge = 0
- HOMO-LUMO gap (eV) = 10.05
- molar mass (g mol⁻¹) = 234.2
- 2S+1 = 1


Entry from the Open Molecules 2025 dataset: an isolated molecule of C8H14N2O6 (wB97M-V/def2-TZVPD).

Each line ends with the Mulliken charge.
Cartesian coordinates (Å):
O 0.3548 -0.8876 2.1607  -0.689
O -1.0343 -1.2668 -1.7140  -0.574
O -3.3754 0.9010 1.3462  -0.583
O 2.3996 2.1561 0.3080  -0.424
O -2.5809 -1.9204 -0.1692  -0.425
O 2.9136 0.9351 -1.5472  -0.582
N 2.3032 -1.8988 -0.5760  -0.596
N 0.1104 0.1048 0.2074  -0.141
C -1.3714 0.0171 0.3577  0.182
C 3.0534 0.0826 0.8074  -0.375
C 2.8114 1.0209 -0.3323  0.283
C -2.3129 1.1288 0.3555  -0.257
C 0.8089 -0.7609 1.0306  0.303
C -3.0026 1.4441 -1.0145  -1.271
C -1.6065 -1.1300 -0.6372  0.340
C 2.2935 -1.2382 0.6953  -0.456
H 2.0859 2.6836 -0.4747  0.367
H -2.4877 -2.5429 -0.8529  0.373
H 3.1549 -2.5349 -0.6810  0.281
H 4.1005 -0.2737 0.6884  0.311
H 2.3773 -1.3228 -1.3509  0.270
H -2.0286 2.1585 0.6900  0.408
H 2.9172 0.3862 1.8193  0.397
H -4.0227 0.3167 0.9450  0.330
H -1.6215 -0.5263 1.2212  0.405
H 0.6926 0.1385 -0.6702  0.365
H 2.5857 -1.9039 1.4133  0.698
H -3.3410 2.4713 -0.9716  0.416
H -3.8634 0.8184 -1.1405  0.351
H -2.3141 1.4435 -1.9140  0.291

Properties
- relative energy (zero: lowest compared OMol25 entry of this formula, charge and spin) (kcal per mole) = 75.1
- SMILES = C[C@@H](O)[C@H](NC(=O)[C@@H](N)CC(=O)O)C(=O)O
- charge = 0
- HOMO-LUMO gap (eV) = 9.83
- molar mass (g mol⁻¹) = 234.2
- 2S+1 = 1


Entry from the Open Molecules 2025 dataset: a structure of composition C8H14N2PPb (wB97M-V/def2-TZVPD).

Each line ends with the Mulliken charge.
Cartesian coordinates (Å):
Pb -0.0038 -0.0152 -1.5285  -1.958
P -0.5362 2.2200 -1.1229  -0.213
N 0.0018 -0.0049 0.6182  0.831
N 0.0000 -0.0005 3.1453  0.282
C 0.4570 0.0255 -3.7911  -0.501
C -0.0002 -0.0006 1.7176  -0.112
C 0.7375 1.0170 3.9261  -1.008
C 1.4803 -0.7991 -3.1509  -0.156
C 0.7838 -1.9213 -2.5332  -0.689
C -0.6270 -1.8783 -2.9489  -0.458
C -0.7373 -1.0169 3.9257  -1.183
C -0.8267 -0.6914 -3.7166  -0.450
H 2.5358 -0.5847 -3.0945  0.565
H -0.6298 -0.8686 5.0013  0.339
H 0.3651 2.0116 3.6760  0.380
H -0.3651 -2.0114 3.6759  0.314
H -1.7596 -0.3567 -4.1450  0.492
H -1.0502 2.9403 -2.2028  -0.011
H 1.7985 0.9721 3.6760  0.348
H -1.4956 2.4273 -0.1216  -0.004
H -1.7983 -0.9721 3.6760  0.301
H 0.5321 3.0209 -0.6938  0.059
H 0.6398 0.9319 -4.3204  0.639
H 1.2499 -2.7046 -1.9761  0.529
H -1.3818 -2.6090 -2.6931  0.397
H 0.6299 0.8685 5.0013  0.266

Properties
- relative energy (zero: lowest compared OMol25 entry of this formula, charge and spin) (kcal per mole) = 141.5
- charge = -1
- HOMO-LUMO gap (alpha / beta) (eV) = 2.63 / 2.66
- molar mass (g mol⁻¹) = 376.4
- 2S+1 = 1


Entry from the Open Molecules 2025 dataset: a structure of composition C8H14N2PPt (wB97M-V/def2-TZVPD).

Each line ends with the Mulliken charge.
Cartesian coordinates (Å):
Pt 0.0258 0.1718 -0.5335  0.723
P 1.9307 -0.6118 -1.6469  -0.136
N 2.9281 -0.1484 2.8991  0.500
N 1.3805 0.1710 0.9677  -0.356
C -1.7333 0.8402 0.6815  -0.149
C 4.3105 0.4732 2.9284  -0.705
C -2.0194 0.2154 -1.4819  -0.082
C 1.9114 0.1772 1.9991  -0.407
C 2.7810 -1.1059 4.0641  -0.758
C -1.7269 -1.0864 -0.8262  -0.495
C -1.7040 1.3502 -0.6712  -0.616
C -1.4689 -0.6859 0.6683  -0.702
H -1.7934 1.5249 1.5853  0.292
H 4.8330 0.2407 1.9605  0.297
H 2.6112 -2.1590 3.7474  0.314
H 3.6234 -1.1281 4.8378  0.313
H -1.7920 -2.0239 -1.3904  0.428
H 5.0037 0.2499 3.8384  0.327
H 2.2681 -1.9235 -1.2146  0.134
H 4.0533 1.5502 2.8065  0.322
H 2.9121 0.3759 -1.9202  0.135
H 1.8091 -0.8462 4.5377  0.338
H 1.7045 -0.9365 -2.9862  0.136
H -2.3717 0.3800 -2.5795  0.298
H -1.2795 -1.2116 1.5701  0.450
H -2.0567 2.4142 -0.8443  0.396

Properties
- relative energy (zero: lowest compared OMol25 entry of this formula, charge and spin) (kcal per mole) = 34.4
- charge = +1
- HOMO-LUMO gap (alpha / beta) (eV) = 6.30 / 5.88
- molar mass (g mol⁻¹) = 364.3
- 2S+1 = 5


Entry from the Open Molecules 2025 dataset: an isolated molecule of C8H14N2S2 (wB97M-V/def2-TZVPD).

Each line ends with the Mulliken charge.
Cartesian coordinates (Å):
S 1.9086 0.8211 1.0263  -0.027
S 0.5795 0.9906 -2.5402  -0.070
N 1.1066 -2.1797 -1.2411  -0.730
N -0.4044 -0.4167 1.5174  -0.689
C -2.7024 0.2198 1.4590  -1.280
C 0.9271 -0.5985 0.9306  -0.165
C 2.0867 0.9307 2.8007  -0.771
C 1.2772 -0.1831 -3.7579  -0.835
C -1.2879 0.1606 0.8558  0.789
C -0.9761 0.7705 -0.4362  -1.416
C -0.3470 -0.1220 -1.4170  0.442
C 0.5868 -1.1174 -0.8230  -0.083
H -0.2357 1.6055 -0.1894  0.372
H 2.2441 -0.0622 3.2791  0.236
H 1.3971 -1.4118 1.5326  0.561
H -1.8493 1.2537 -0.9286  0.458
H 2.8749 1.6743 3.1002  0.310
H -1.1029 -0.6600 -1.9719  0.548
H -3.3407 -0.4326 0.7894  0.261
H 1.6397 -2.6690 -0.5240  0.283
H -3.2494 1.2330 1.5373  0.291
H 1.9955 -0.8190 -3.1790  0.240
H 0.4855 -0.9023 -4.0771  0.254
H 1.0637 1.3519 3.2492  0.219
H -2.5855 -0.2068 2.4195  0.418
H 1.6118 0.3341 -4.6311  0.384

Properties
- relative energy (zero: lowest compared OMol25 entry of this formula, charge and spin) (kcal per mole) = 51.1
- SMILES = [H]/N=C1\[C@@H](SC)N=C(C)C[C@H]1SC
- charge = 0
- HOMO-LUMO gap (eV) = 9.17
- molar mass (g mol⁻¹) = 202.3
- 2S+1 = 1


Entry from the Open Molecules 2025 dataset: a structure of composition C8H14N3NiO3SSe3Te (wB97M-V/def2-TZVPD).

Each line ends with the Mulliken charge.
Cartesian coordinates (Å):
Te 4.4580 -1.5798 0.2615  -0.069
Se 3.6205 0.4823 -0.7625  -0.522
Se 4.0226 -3.1970 -1.6422  -0.215
Se 1.8624 -2.7922 -2.2460  -0.381
Ni 1.2367 -0.4316 -1.3463  0.633
S -2.1143 0.0223 4.8424  1.272
O -1.0323 -0.5032 5.6593  -0.689
O -3.4112 -0.5979 5.0659  -0.706
O -2.1502 1.4764 4.7472  -0.679
N 0.4556 1.5387 -0.9567  -0.403
N 1.3692 0.4410 -3.3453  -0.448
N -0.6845 -1.3209 -0.8498  -0.426
C -1.0300 -1.0568 0.5376  0.385
C 0.1370 2.2068 -2.2215  -0.534
C 1.2576 1.8992 -3.2094  -0.595
C -2.6634 -0.8802 2.2867  -0.537
C -0.3523 -0.3687 2.7402  -1.043
C -2.3422 -1.1841 0.9713  -0.680
C -1.6709 -0.4670 3.1566  -0.063
C -0.0319 -0.6583 1.4227  0.295
H -0.7979 1.7926 -2.6088  0.324
H 0.6610 0.0727 -3.9685  0.227
H 0.0053 3.2863 -2.1122  0.369
H 1.0787 2.4008 -4.1639  0.373
H -0.4197 -2.3008 -0.9700  0.270
H 0.3927 -0.0610 3.4621  0.431
H 0.9945 -0.5852 1.0604  0.282
H -0.3089 1.5885 -0.2912  0.293
H -3.1052 -1.5094 0.2710  0.343
H -3.6764 -0.9615 2.6579  0.467
H 1.2638 1.9780 -0.5218  0.228
H -1.5006 -1.1617 -1.4296  0.236
H 2.2771 0.1621 -3.6983  0.266
H 2.1994 2.2695 -2.7989  0.295

Properties
- relative energy (zero: lowest compared OMol25 entry of this formula, charge and spin) (kcal per mole) = 5.1
- charge = -1
- HOMO-LUMO gap (alpha / beta) (eV) = 6.22 / 6.19
- molar mass (g mol⁻¹) = 655.5
- 2S+1 = 3